Entry 1:
# C4H12

A 2-piece molecular cluster, C4H12 overall (wB97M-V/def2-TZVPD, the OMol25 dataset).

Geometry as XYZ:
```
16
Properties=species:S:1:pos:R:3:forces:R:3:lowdin_charge:R:1
C -0.14427 2.48348 -0.82933 -0.007 1.056 0.654 -0.195
C 0.81670 1.75382 -1.80156 2.537 3.433 1.241 -0.183
H 0.15565 2.38202 0.25084 -0.510 -0.386 -1.000 0.061
H -0.03327 3.60568 -0.96708 -0.728 -1.275 -0.087 0.067
H -1.20944 2.11366 -1.00243 1.366 0.826 0.515 0.075
H 0.19851 1.28460 -2.47472 -0.668 -2.099 -1.482 0.014
H 1.38764 2.54529 -2.44250 -0.912 -1.286 1.100 0.088
H 1.63162 1.23651 -1.23217 -1.080 -0.289 -0.930 0.072
C -0.50903 -2.93577 1.60648 -1.553 1.636 1.180 -0.192
C -0.25389 -1.57773 1.03429 2.630 2.923 -1.026 -0.253
H 0.33921 -3.61817 1.55641 -0.428 -0.121 -0.488 0.062
H -0.65918 -2.67962 2.72595 -0.520 -1.200 -1.717 0.092
H -1.43521 -3.08099 0.99497 0.560 -1.799 1.298 0.076
H 0.41673 -1.55862 0.14040 -0.781 -0.485 0.104 0.061
H 0.44831 -1.02231 1.71306 -1.045 0.137 -0.279 0.066
H -1.15008 -0.93185 0.72739 1.140 -1.071 0.916 0.088
```
Forces are in eV/Å.

Output
* Kohn-Sham gap: 12.2 eV
* HOMO level: -0.4097 Ha
* LUMO energy: 1.1 eV
* SMILES: CC.CC

Entry 2:
# C5H5NO2

An isolated molecule of C5H5NO2 (wB97M-V/def2-TZVPD, the OMol25 dataset).

Geometry as XYZ:
```
13
Properties=species:S:1:pos:R:3:forces:R:3:lowdin_charge:R:1
C -3.72045 -0.04733 -0.22159 -1.671 -0.992 0.626 -0.129
C -2.26420 -0.45026 -0.14469 1.242 -2.072 -1.837 -0.263
C -3.17296 1.11081 -0.28094 -1.353 1.547 -0.411 0.138
C -0.01313 -0.13544 0.68383 -0.272 -0.217 -2.133 -0.610
C 1.99217 0.40667 -0.49976 -0.589 -1.216 0.190 -0.003
N -1.37714 -0.03045 0.62828 -0.946 0.936 2.072 0.181
O 0.60199 -0.62705 1.56018 0.636 -0.858 1.870 0.138
O 0.51458 0.39895 -0.41764 1.334 0.363 -0.889 -0.024
H -4.67050 -0.70991 -0.32153 2.318 1.343 0.109 0.151
H -1.97011 -1.06772 -1.01081 -0.139 -0.229 0.274 0.143
H 2.38663 0.00843 0.43949 -0.085 0.041 -0.199 0.079
H 2.28574 1.44358 -0.56879 0.142 0.083 -0.539 0.084
H 2.33236 -0.28858 -1.33406 -0.615 1.270 0.866 0.115
```
Forces are in eV/Å.

Output
* Kohn-Sham gap: 9.3 eV
* HOMO level: -0.3653 Ha
* LUMO energy: -0.6 eV

Entry 3:
# C23H62F3NO28P6

A 8-piece molecular cluster, C23H62F3NO28P6 overall (wB97M-V/def2-TZVPD, the OMol25 dataset).

Geometry as XYZ:
```
123
Properties=species:S:1:pos:R:3:forces:R:3:lowdin_charge:R:1
C 2.70403 18.55154 -24.77743 0.202 0.499 -0.131 0.046
N 4.08284 18.68380 -24.25516 1.020 0.312 -0.010 -0.449
O 4.99489 18.16383 -24.86705 -0.304 -0.386 -0.289 0.058
O 4.26736 19.35256 -23.25996 -0.463 0.101 0.391 0.056
H 2.27056 17.64026 -24.37111 -0.103 0.004 -0.108 0.067
H 2.79498 18.55505 -25.85823 -0.149 -0.307 0.010 0.094
H 2.19537 19.45468 -24.45706 -0.263 -0.194 0.112 0.083
C 0.22808 14.01108 -33.12473 -0.344 -0.022 -0.992 -0.096
O 0.21599 13.59127 -31.77230 -0.487 0.305 1.189 -0.227
P -0.62414 12.31939 -31.32161 1.211 -0.869 -1.133 0.384
O -0.07981 11.09186 -31.94690 -0.610 0.530 0.884 -0.234
O -0.65717 12.33756 -29.71359 -0.335 0.587 -1.407 -0.227
C 0.51494 12.01806 -28.98082 0.698 -0.538 0.674 -0.098
O -2.08361 12.71023 -31.79438 0.035 -0.314 0.637 -0.212
C -3.00012 11.64784 -32.08883 -0.660 -0.582 0.294 -0.081
H 1.11122 13.61947 -33.62459 0.109 0.138 0.079 0.095
H 0.16768 15.09666 -33.19291 0.399 0.025 0.378 0.090
H -0.64394 13.67784 -33.69425 -0.016 -0.330 0.281 0.087
H 0.29466 11.17044 -28.32866 -0.086 0.054 -0.070 0.090
H 0.81671 12.85468 -28.35190 -0.179 0.131 -0.103 0.072
H 1.37098 11.73216 -29.59342 -0.214 0.068 -0.275 0.095
H -3.51026 11.89212 -33.01486 0.049 0.007 -0.042 0.094
H -3.73687 11.52455 -31.29117 -0.025 0.506 0.026 0.078
H -2.53341 10.66484 -32.14846 0.448 0.247 -0.350 0.085
C 4.11574 15.38763 -22.95048 -1.277 0.472 0.610 -0.122
O 5.27750 14.58050 -22.87799 0.810 0.154 1.060 -0.197
P 6.04372 14.47724 -21.45913 -0.694 -0.149 -0.707 0.392
O 6.15949 15.71047 -20.66590 -0.049 -0.534 -0.274 -0.229
O 5.24596 13.26162 -20.76957 0.250 0.438 -0.419 -0.226
C 5.82916 12.58988 -19.64260 0.657 0.806 -0.198 -0.088
O 7.40456 13.81434 -21.91200 0.058 -0.221 -0.047 -0.216
C 8.67011 14.47471 -21.76240 -0.502 0.786 0.613 -0.077
H 4.09469 16.21337 -22.23144 0.516 -0.050 0.024 0.089
H 3.23289 14.79702 -22.69326 0.063 -0.140 -0.316 0.068
H 3.98215 15.83498 -23.93194 0.314 -0.410 -0.182 0.071
H 5.20321 12.74722 -18.76958 -0.223 -0.367 -0.063 0.089
H 6.79604 13.04349 -19.40858 0.030 -0.085 0.049 0.079
H 6.01307 11.55718 -19.92115 -0.306 -0.144 0.213 0.090
H 9.24885 14.38815 -22.67413 0.031 -0.372 0.006 0.088
H 9.14682 14.07220 -20.87213 0.354 -0.253 -0.250 0.088
H 8.50948 15.53418 -21.55562 -0.038 0.013 -0.116 0.081
C -4.01535 13.14656 -28.81554 -1.097 0.124 -1.071 -0.096
O -4.36989 13.92957 -27.68036 0.100 0.491 0.469 -0.241
P -5.77786 14.68631 -27.56400 0.260 -0.698 -0.010 0.371
O -6.81205 14.13612 -28.44231 0.092 0.022 0.599 -0.213
O -6.04838 14.58056 -25.99026 -0.625 0.090 -0.517 -0.232
C -5.24595 15.22497 -24.99481 0.769 -0.576 -0.451 -0.069
O -5.41689 16.19716 -27.83773 0.468 -0.070 0.146 -0.206
C -6.15348 17.29149 -27.29611 -0.141 0.100 0.551 -0.089
H -3.01705 12.72673 -28.75026 0.057 0.178 0.465 0.070
H -4.08888 13.75655 -29.71921 0.295 0.072 0.022 0.094
H -4.76751 12.36810 -28.96060 0.168 -0.201 0.190 0.087
H -5.15325 14.55124 -24.14567 -0.376 0.017 0.103 0.092
H -5.67401 16.18072 -24.71134 0.008 0.052 0.027 0.089
H -4.22715 15.31178 -25.37941 -0.116 0.489 0.109 0.065
H -6.47335 17.92644 -28.11649 0.022 0.062 0.055 0.097
H -5.51030 17.82178 -26.59232 0.087 0.170 -0.338 0.072
H -7.01600 16.97864 -26.70319 -0.127 -0.224 -0.325 0.094
C -4.89186 11.48235 -25.39617 -1.073 -0.781 0.054 -0.082
O -3.81349 11.78728 -24.52231 0.583 -0.127 0.374 -0.246
P -3.32506 10.72263 -23.41151 0.320 1.550 0.191 0.405
O -4.38810 10.17698 -22.56912 0.379 -0.412 -0.509 -0.209
O -2.27172 11.64091 -22.59584 0.153 -0.883 -0.862 -0.236
C -2.68552 12.39389 -21.47894 -0.747 0.214 1.072 -0.114
O -2.38272 9.74166 -24.22099 -0.589 -0.061 0.423 -0.195
C -1.55231 10.18311 -25.30298 0.762 -0.220 0.446 -0.073
H -4.59676 11.15882 -26.39725 0.533 0.355 0.069 0.090
H -5.54571 12.34925 -25.45867 0.148 -0.037 -0.076 0.073
H -5.47357 10.64167 -25.00378 -0.046 0.172 0.171 0.093
H -3.48920 13.07281 -21.76938 0.121 0.152 0.117 0.091
H -1.86268 12.93894 -21.01597 0.271 0.132 -0.742 0.082
H -3.03985 11.77620 -20.64736 -0.248 -0.324 -0.430 0.092
H -0.52694 9.90846 -25.04578 -0.051 0.001 0.030 0.095
H -1.57414 11.26443 -25.40851 -0.224 -0.044 -0.282 0.063
H -1.81210 9.62715 -26.20096 -0.276 0.262 -0.064 0.094
C -2.25417 19.24978 -20.31548 -0.360 0.701 1.362 -0.087
O -1.86536 20.27296 -21.22307 0.760 -0.181 -0.289 -0.221
P -0.68443 21.30743 -20.91475 -0.057 0.116 -0.563 0.366
O -0.90698 22.21185 -19.79297 0.144 -0.133 -0.033 -0.215
O 0.61965 20.38227 -20.85021 -0.755 0.101 0.214 -0.218
C 1.89954 20.98249 -21.04373 1.003 -0.503 -1.059 -0.089
O -0.56640 22.06817 -22.31419 -0.108 -0.296 0.527 -0.209
C -0.48154 21.31760 -23.53108 -0.288 0.022 -0.136 -0.094
H -2.43075 18.29977 -20.80842 0.070 0.112 -0.284 0.066
H -3.15378 19.60736 -19.80804 -0.241 -0.285 -0.297 0.094
H -1.55996 19.12507 -19.48070 0.393 -0.133 -0.361 0.093
H 1.86833 22.04695 -21.26555 -0.207 0.104 0.431 0.094
H 2.34901 20.50965 -21.92473 -0.175 0.034 -0.005 0.065
H 2.59978 20.73059 -20.25062 -0.427 0.256 0.442 0.095
H -1.22562 21.72939 -24.21031 0.122 0.067 -0.058 0.089
H -0.73171 20.26953 -23.37963 0.151 -0.023 0.077 0.069
H 0.51323 21.41518 -23.96244 0.025 0.033 0.053 0.088
C 0.82456 12.67340 -23.00775 -0.167 -0.384 0.866 -0.078
O 0.37757 13.32942 -24.19854 -0.209 0.267 0.107 -0.200
P 0.02426 14.86757 -24.12516 -0.774 0.460 -0.501 0.398
O 1.10571 15.84224 -23.93545 -0.333 -0.323 0.154 -0.214
O -0.73053 15.11863 -25.50623 1.102 -0.465 0.100 -0.211
C -1.66546 14.18891 -26.02323 -1.652 -0.225 0.178 -0.084
O -1.14716 14.90855 -23.02769 0.599 -0.168 -0.329 -0.227
C -1.45136 16.12401 -22.32689 -0.582 0.034 -0.477 -0.091
H 0.83724 13.34182 -22.14324 0.452 0.265 -0.243 0.090
H 1.79615 12.22441 -23.19481 0.058 0.179 0.049 0.097
H 0.11492 11.90912 -22.68624 -0.079 -0.105 -0.591 0.075
H -1.95715 13.40744 -25.31664 0.255 0.155 0.216 0.069
H -1.38332 13.68155 -26.94471 0.617 0.344 -0.076 0.086
H -2.58999 14.73799 -26.22625 0.348 -0.052 -0.200 0.063
H -1.08725 17.00385 -22.85589 0.609 -0.082 0.326 0.075
H -1.09872 16.00380 -21.30755 0.095 0.404 0.027 0.096
H -2.53499 16.26061 -22.35713 -0.036 -0.365 0.264 0.086
C 0.29607 15.81086 -29.36152 0.051 1.055 -0.906 -0.050
C 0.26580 17.22984 -28.80415 0.995 -1.282 0.548 -0.182
O -0.80928 17.34600 -27.87570 -1.882 -0.243 0.098 0.041
C -0.75183 18.24117 -26.91264 1.365 -0.207 -1.089 -0.388
O 0.21871 18.90521 -26.70454 0.176 0.701 0.678 0.159
C -2.02182 18.37902 -26.07384 0.073 0.036 -0.616 -0.549
F -2.04803 17.43862 -25.13732 -0.233 -0.023 0.523 0.173
F -2.01498 19.58270 -25.51694 -0.221 -0.013 0.328 0.178
F -3.12775 18.26337 -26.80998 -0.113 -0.041 -0.068 0.174
H 0.52345 15.01477 -28.66160 -0.179 0.139 0.235 0.062
H 1.09952 15.87104 -30.10256 0.043 -0.404 0.031 0.087
H -0.60967 15.63225 -29.94085 -0.079 -0.342 0.240 0.082
H 0.15744 17.91821 -29.64122 -0.127 0.326 0.330 0.136
H 1.18981 17.39039 -28.24519 -0.013 0.394 -0.276 0.125
```
Forces are in eV/Å.

Output
* Kohn-Sham gap: 10.6 eV
* HOMO level: -0.3817 Ha
* LUMO energy: 0.2 eV
* SMILES: CCOC(=O)C(F)(F)F.COP(=O)(OC)OC.COP(=O)(OC)OC.COP(=O)(OC)OC.COP(=O)(OC)OC.COP(=O)(OC)OC.COP(=O)(OC)OC.C[N+](=O)[O-]

Entry 4:
# CH3FOS2

A 2-piece molecular cluster, CH3FOS2 overall (wB97M-V/def2-TZVPD, the OMol25 dataset).

Geometry as XYZ:
```
8
Properties=species:S:1:pos:R:3:forces:R:3:lowdin_charge:R:1
C 0.31543 0.27708 -0.89830 -0.815 -0.139 -1.305 -0.227
O -0.41937 1.19217 1.49194 0.574 -0.172 0.135 -0.389
F 1.43992 -1.29992 1.48949 -2.446 1.666 -1.188 -0.501
S -2.13288 -1.05899 0.71328 2.725 1.056 -0.104 0.344
S -0.44179 -0.00787 0.71160 -1.064 -1.983 0.834 0.491
H -0.42819 -0.25527 -1.66290 1.701 1.430 1.603 0.102
H 0.39602 1.45321 -0.99946 -0.079 -2.645 0.148 0.117
H 1.27086 -0.30040 -0.84565 -0.597 0.787 -0.124 0.063
```
Forces are in eV/Å.

Output
* Kohn-Sham gap (alpha / beta): 7.7 / 7.7 eV
* HOMO level (alpha / beta): -0.3938 / -0.3939 Ha
* LUMO energy (alpha / beta): -3.0 / -3.0 eV

Computed energy relative to the best compared isomer or geometry (same formula, charge and spin), in the same sequence as the records: 1.480; 5.815; 0.000; 2.693 eV.
Computed strongest force on any atom, in the same sequence as the records: 4.45; 3.03; 1.90; 3.19 eV/Å.